Density functional theory data (ωB97M-V with the def2-TZVPD basis set) for a molecular structure, C37H27Br2N10O3S3V in a non-equilibrium geometry.

Geometry as XYZ:
```
83
Properties=species:S:1:pos:R:3:forces:R:3
V -0.22264 -0.69256 -0.06568 -1.125 -2.371 0.541
C -2.51768 -1.61481 -3.20238 0.539 -0.519 -1.082
C -1.63086 -2.14585 -4.17040 -2.815 1.110 -0.531
C -0.32725 -2.43058 -3.79847 1.507 -1.065 1.670
C 0.08370 -2.41219 -2.41570 0.092 -0.489 -3.335
N -0.76160 -1.98879 -1.48906 -0.533 1.993 1.585
C -2.19687 -1.95755 -1.79089 0.625 0.462 0.425
N 1.35576 -2.86022 -2.17254 0.353 -0.452 1.879
C 1.68930 -3.04880 -0.89860 -1.478 1.698 -1.786
N 1.14836 -2.41282 0.18580 0.067 0.157 -0.286
C 1.77040 -2.94200 1.30431 -1.646 1.231 0.783
N 1.32062 -2.76361 2.50337 0.508 -0.405 0.249
C 0.06944 -2.26451 2.84270 -1.162 0.280 -0.134
C -0.42844 -2.70800 4.11840 0.185 1.101 -0.399
C -1.67883 -2.34083 4.57451 -0.648 1.522 -1.885
C -2.41943 -1.40917 3.78132 0.502 -0.819 -0.071
C -1.92185 -1.05889 2.54031 0.235 0.345 0.551
N -0.72414 -1.46181 2.04634 0.444 -1.026 0.193
C 2.88208 -3.82373 0.89283 0.538 -0.670 0.188
C 3.88022 -4.55670 1.60712 -1.561 1.180 -0.038
C 4.68321 -5.34519 0.84597 0.827 -0.510 -1.684
C 4.49103 -5.49805 -0.56923 0.500 -0.226 1.135
C 3.50714 -4.83273 -1.24725 -0.337 0.722 -0.184
C 2.72930 -3.93842 -0.49102 1.653 -1.093 0.577
H -3.43468 -1.02064 -3.39579 0.509 -1.036 -0.145
H -2.01189 -2.37165 -5.23515 0.896 1.053 1.641
H 0.47364 -2.71376 -4.49052 -0.599 -0.088 0.144
H -2.55391 -2.99548 -1.60257 0.021 0.140 -0.132
H 0.28377 -3.14195 4.79136 0.139 -0.775 -0.103
H -2.18536 -2.67723 5.45286 0.457 -0.306 0.728
H -3.36773 -0.97955 4.12216 0.385 -0.363 -0.184
H -2.47998 -0.35956 1.91919 0.267 -0.184 0.281
H 4.00941 -4.49231 2.69332 -0.170 0.152 -0.518
H 5.56041 -5.81143 1.28010 -0.233 -0.233 0.085
H 5.15259 -6.15384 -1.11925 0.064 -0.042 0.100
H 3.38765 -4.94030 -2.33323 -0.094 0.095 0.582
C 3.39692 2.16531 1.49020 -1.350 -0.067 -0.734
N 2.16953 3.00720 1.48717 -0.523 1.004 0.457
C 2.14513 4.41123 1.28527 1.617 -1.399 0.024
C 0.91510 4.83080 1.48789 -2.820 0.397 -0.162
N 0.07691 3.69843 1.79893 1.895 0.678 -0.220
C 0.89472 2.57775 1.81375 0.731 1.045 -1.121
S 0.51057 0.97452 2.03603 -0.249 -0.746 0.192
C -1.30488 3.85137 2.14212 -0.330 0.046 0.529
C -1.83712 5.14303 2.26805 -0.072 0.030 -0.931
C -3.20823 5.29907 2.44926 0.673 -0.943 0.349
C -3.99359 4.16814 2.74905 0.775 -0.099 -0.469
C -3.31831 2.92184 2.75406 0.683 0.802 -0.031
N -2.00457 2.76345 2.39423 -1.396 0.402 0.391
H 4.27775 2.76518 1.65587 0.041 0.270 0.186
H 3.46904 1.64916 0.52591 0.138 0.452 0.247
H 3.26478 1.38717 2.22944 0.104 0.023 0.369
H 3.05126 4.95478 1.01477 -0.484 -0.228 0.124
H 0.42807 5.80898 1.31038 0.931 -0.940 0.271
H -1.21713 6.01033 2.05539 -0.379 -0.151 0.299
H -3.58727 6.30611 2.39573 -0.378 0.018 0.141
H -5.07067 4.31871 2.91162 0.636 -0.533 0.102
H -3.77388 2.00302 3.12284 -0.193 0.254 -0.394
Br 4.83739 -0.32415 -4.35968 -0.643 0.112 0.326
C 3.48303 -0.08752 -3.04352 0.541 -0.316 0.250
C 3.82434 -0.29498 -1.70592 -1.077 0.717 -0.689
C 2.83280 -0.13416 -0.78007 -1.026 -0.560 1.488
N 1.55463 0.21601 -1.04353 0.572 -0.936 -1.290
C 1.24508 0.46327 -2.34768 1.108 -0.586 0.998
C 2.18872 0.27005 -3.36271 -0.602 0.652 -1.159
C -0.08566 1.04607 -2.45971 -1.469 2.116 -0.314
C -0.43222 1.94268 -3.51142 0.667 -1.670 0.394
C -1.57691 2.68922 -3.37073 -0.959 0.342 1.013
Br -2.15270 3.67885 -4.84426 -0.151 0.310 -0.066
C -2.31751 2.68734 -2.15247 0.083 -0.759 -0.576
C -1.95398 1.73584 -1.21014 0.554 0.223 -0.409
N -0.87057 0.95354 -1.34914 0.780 -0.349 -0.713
H 4.79106 -0.52355 -1.36661 1.138 -0.399 0.105
H 3.01978 -0.36353 0.28553 -0.092 0.118 -0.737
H 1.92899 0.44717 -4.42778 0.092 -0.174 0.937
H 0.15083 1.94570 -4.45072 -0.404 0.155 0.763
H -3.25163 3.23545 -1.95324 0.720 -0.044 -0.516
H -2.52470 1.56359 -0.31072 -0.057 0.207 0.002
O -5.38705 1.37207 0.47980 -0.571 0.262 -0.409
S -6.20150 0.80593 -0.55044 0.642 -1.608 -1.052
O -6.17805 1.35366 -1.88972 -0.236 -0.387 1.818
O -6.87501 -0.44237 -0.28817 0.388 1.685 -0.326
S -2.94816 -1.08629 -0.37916 1.036 0.007 -0.298
```
Positions in Å, forces in eV/Å.

## Properties
Kohn-Sham gap (alpha / beta)   4.6 / 4.7 eV
HOMO (alpha / beta)   -9.124 / -8.521 eV
Relative energy (zero: lowest compared OMol25 entry of this formula, charge and spin)   0.0 kJ/mol
Charge   +1
LUMO energy (alpha / beta)   -4.548 / -3.804 eV
Spin multiplicity   2

Here are the Mulliken charges for atoms 1 to 6, given in e: number 1, V, carries -0.066; number 2, C, carries -0.499; number 3, C, carries -0.709; number 4, C, carries -0.605; number 5, C, carries 0.744; number 6, N, carries -0.215